Record 1
C4H3CuLiO5 | the ωB97M-V functional and the def2-TZVPD basis

XYZ file:
```
14
Properties=species:S:1:pos:R:3:forces:R:3
C -1.177975 0.580676 -0.395073 -0.7 1.3 2.7
C -2.486226 0.418967 -0.115852 0.3 0.3 -1.0
H -3.243687 1.192727 -0.053578 0.2 -0.2 0.1
H -0.818542 1.563042 -0.017750 0.0 -0.3 -1.2
O -2.937233 -0.914561 -0.091341 1.0 -0.5 -0.1
C -4.235155 -1.181795 0.074709 -1.6 1.0 -0.5
O -5.133652 -0.406568 -0.104173 0.6 -0.4 0.4
O -4.339743 -2.454149 0.418191 0.3 -0.7 0.3
H -5.256928 -2.665781 0.637167 -0.1 0.1 -0.2
O -0.318216 -0.418925 -0.470364 2.0 -1.3 -0.5
Cu 2.039724 -0.276732 -0.468532 -1.0 0.1 -0.2
Li -1.294127 -2.031632 -0.388336 -0.2 0.5 0.1
C 4.791392 -0.361500 -0.849141 0.1 0.0 0.1
O 5.908927 -0.409641 -0.950996 -0.9 0.0 0.1
```
Positions in Å, forces in eV/Å.

## Properties
* net charge: +1
* calculated total energy: -59271.79414 eV

Record 2
C4H3F | the ωB97M-V functional and the def2-TZVPD basis

XYZ file:
```
8
Properties=species:S:1:pos:R:3:forces:R:3
C 1.319568 0.353753 0.038710 -1.0 1.2 0.0
C 0.134667 0.932136 -0.008712 -2.5 0.4 -0.4
C -1.123076 0.130972 -0.049553 -0.3 0.4 0.3
C -2.241378 -0.347632 0.024952 1.2 0.3 -0.1
H 2.272161 0.787212 0.149536 0.9 0.8 0.0
H -0.060365 2.028514 -0.081924 0.7 -1.1 0.3
H -3.214284 -0.819966 0.109589 0.7 0.3 -0.1
F 1.384867 -0.934570 -0.023288 0.4 -2.4 0.1
```
Positions in Å, forces in eV/Å.

## Properties
* net charge: 0
* structure (SMILES): C#C/C=C\F
* calculated total energy: -6911.07294 eV

Record 3
C4H3F3 | the ωB97M-V functional and the def2-TZVPD basis

XYZ file:
```
10
Properties=species:S:1:pos:R:3:forces:R:3
C -1.336137 0.658044 0.211347 -1.1 -0.2 0.7
C -1.758912 1.848739 -0.103407 0.9 1.7 -1.3
C -2.426449 0.076083 0.984233 -0.5 -0.9 0.4
C -0.008419 0.034516 -0.018610 0.0 0.0 0.0
F -2.825200 2.599242 -0.083840 -0.1 -0.8 0.5
F -3.606302 -0.164895 0.407272 0.3 0.3 0.1
F -2.646580 0.457552 2.245522 0.1 0.0 -0.4
H -0.138648 -0.922489 -0.519914 0.1 -0.1 0.0
H 0.490826 -0.142295 0.931165 0.1 0.0 0.0
H 0.593520 0.691706 -0.637637 0.1 0.0 0.0
```
Positions in Å, forces in eV/Å.

## Properties
* net charge: 0
* calculated total energy: -12344.18013 eV

Record 4
C4H3F3NO6S2Tl | the ωB97M-V functional and the def2-TZVPD basis

XYZ file:
```
20
Properties=species:S:1:pos:R:3:forces:R:3
N 1.342666 1.240204 0.427118 -0.8 0.3 -1.4
S 0.125723 1.938116 -0.359696 -1.5 1.1 2.4
O 0.322670 3.367679 -0.438275 -0.4 -2.5 -0.2
O -0.433942 1.146391 -1.487214 2.6 2.5 -1.1
S 1.493301 -0.340927 0.575069 2.4 0.8 0.9
O 0.188901 -0.979763 0.225589 3.3 -1.4 2.3
O 2.371992 -0.461563 1.731927 -2.4 -0.9 -1.1
C 2.526136 -1.306153 -0.670804 0.5 0.5 -0.3
F 2.085587 -1.090656 -1.894940 -0.5 0.1 -0.5
F 3.796610 -0.955151 -0.622569 0.0 0.3 0.3
F 2.434077 -2.593123 -0.386189 -0.3 0.0 0.2
Tl -1.528123 -0.342276 -0.581669 -5.8 -2.6 -0.6
C -1.546378 2.168313 1.924702 0.1 0.1 0.0
O -1.397885 1.544359 0.638773 3.2 2.2 -0.6
C -3.385602 -0.309266 0.013226 -1.4 0.1 0.8
C -4.619219 -0.571079 0.178397 -2.3 -1.7 -1.4
O -5.806792 -0.852606 0.245487 3.2 1.2 0.4
H -0.694636 1.903430 2.561743 -0.1 0.4 -0.1
H -1.676741 3.243813 1.755923 0.2 -0.2 0.3
H -2.445930 1.763783 2.397462 0.0 -0.1 -0.4
```
Positions in Å, forces in eV/Å.

## Properties
* net charge: 0
* calculated total energy: -52479.50988 eV

Record 5
C4H3FN2O | the ωB97M-V functional and the def2-TZVPD basis

XYZ file:
```
11
Properties=species:S:1:pos:R:3:forces:R:3
C -1.083427 0.070451 0.018456 1.4 -0.5 -0.1
C -1.867715 -0.990090 -0.051593 -0.6 -0.1 0.2
C 0.430309 0.087220 -0.014462 -1.8 -0.2 0.7
C 1.253057 1.145250 -0.013927 0.1 1.7 -1.0
H -2.962550 -0.860908 -0.033809 0.7 -0.1 0.0
H -1.463287 -2.001569 -0.057366 0.0 0.4 -0.2
H 1.115999 2.236954 -0.138208 0.1 -1.1 0.2
N 2.442562 -0.638097 0.102916 -0.6 -2.6 -0.3
N 1.224210 -1.035473 0.094033 1.0 0.8 0.0
O 2.513130 0.676357 -0.028206 -0.5 1.4 0.5
F -1.602293 1.309910 0.122163 0.2 0.0 -0.1
```
Positions in Å, forces in eV/Å.

## Properties
* net charge: 0
* structure (SMILES): C=C(F)c1conn1
* calculated total energy: -11938.99878 eV

Record 6
C4H3FN2O | the ωB97M-V functional and the def2-TZVPD basis

XYZ file:
```
11
Properties=species:S:1:pos:R:3:forces:R:3
C 1.212547 -0.614252 -0.004475 0.0 0.1 0.0
C -0.018481 -1.113938 -0.001773 -0.2 -1.2 0.1
C -0.955985 0.036524 0.003283 -0.2 0.0 -0.1
C 1.178772 0.897846 -0.001885 0.7 0.3 0.0
H -0.342336 -2.182517 0.014846 0.4 1.2 0.0
H -2.615964 -0.842432 -0.009566 -0.1 -0.1 0.0
H -0.561670 2.122224 0.001997 0.3 -0.6 0.0
N -2.222677 0.091178 -0.003232 0.5 0.1 0.0
N -0.161191 1.182943 0.002031 -0.5 0.8 0.0
O 2.115684 1.663667 -0.001266 -0.6 -0.5 0.0
F 2.371297 -1.241245 0.000038 -0.2 0.0 0.0
```
Positions in Å, forces in eV/Å.

## Properties
* net charge: 0
* structure (SMILES): [H]/N=C1\C=C(F)C(=O)N1
* calculated total energy: -11941.47872 eV

Here are the calculated ΔE to the lowest compared entry with this formula, charge and spin numbers, same order: 11.8, 24.6, 330.7, 47.3, 308.7, 69.4 (kJ/mol).